(1)
Computed, not measured: a cluster of 2 separate species, C2H3NO in total, with ωB97M-V/def2-TZVPD.

Calculated values
HOMO level in Ha: -0.34647
HOMO-LUMO gap in eV: 9.37
LUMO level in eV: -0.0575

Each line ends with the Mulliken charge.
Cartesian coordinates (Å):
C1 2.838 0.049 1.406  0.182
C2 -0.517 -0.034 -0.327  -0.231
N1 3.893 -0.057 1.897  -0.345
O1 -1.823 -0.082 -0.447  -0.337
H1 1.804 0.054 1.013  0.193
H2 -0.067 0.439 -1.119  0.173
H3 -2.134 -0.360 0.364  0.366

---

(2)
Computed, not measured: a structure of composition C16H18FN2O4SiTl, with ωB97M-V/def2-TZVPD.

Calculated values
HOMO level in Ha: -0.25612
HOMO-LUMO gap in eV: 6.57
LUMO level in eV: -0.3952

Each line ends with the Mulliken charge.
Cartesian coordinates (Å):
Tl1 0.084 -2.401 0.238  0.539
O1 -1.503 -1.657 5.543  -0.443
C1 -0.640 -1.857 4.524  0.239
O2 -0.443 -2.871 3.926  -0.497
C2 0.037 -0.544 4.165  0.318
C3 0.193 0.580 5.052  -0.465
C4 0.748 1.710 4.593  -0.506
C5 1.173 1.807 3.225  -0.656
C6 0.983 0.646 2.468  0.602
N1 0.469 -0.486 2.920  -0.080
C7 1.536 0.487 1.035  0.301
O3 1.303 1.522 0.180  -0.434
O4 2.216 -0.458 0.697  -0.577
H1 -1.934 -2.565 5.540  0.365
H2 -0.184 0.601 6.076  0.404
H3 0.934 2.533 5.251  0.451
H4 1.695 2.617 2.830  0.576
H5 0.667 2.160 0.460  0.357
C8 2.100 -2.400 -2.422  -0.966
Si1 0.721 -1.219 -2.958  0.197
C9 -0.566 -2.165 -3.969  -1.133
C10 1.651 0.258 -3.762  -1.051
N2 -0.197 -0.914 -1.472  -0.227
C11 -0.969 0.194 -1.421  0.934
C12 -1.233 1.131 -2.461  -0.256
C13 -1.992 2.293 -2.280  -0.958
C14 -2.570 2.648 -1.089  -0.368
C15 -2.456 1.771 -0.038  -0.843
C16 -1.634 0.654 -0.205  0.034
F1 -1.287 -0.044 0.954  -0.252
H6 2.769 -2.629 -3.304  0.345
H7 1.523 -3.369 -2.144  0.178
H8 2.729 -2.065 -1.527  0.254
H9 -1.400 -1.525 -4.314  0.295
H10 -0.967 -2.909 -3.280  0.314
H11 -0.128 -2.764 -4.728  0.431
H12 2.099 -0.031 -4.706  0.394
H13 2.435 0.480 -3.052  0.262
H14 1.033 1.167 -3.946  0.385
H15 -0.877 0.949 -3.490  0.377
H16 -2.164 2.973 -3.080  0.411
H17 -3.104 3.613 -0.937  0.332
H18 -2.850 2.081 0.907  0.418

---

(3)
Computed, not measured: an isolated molecule of C3H3FO2, with ωB97M-V/def2-TZVPD.

Calculated values
HOMO level in Ha: -0.37960
HOMO-LUMO gap in eV: 10.85
LUMO level in eV: 0.5246
SMILES string: C=C(F)C(=O)O

Each line ends with the Mulliken charge.
Cartesian coordinates (Å):
C1 -0.043 -1.330 -0.458  -0.601
C2 0.652 -0.207 -0.226  0.364
F1 1.864 -0.185 -0.371  -0.214
C3 0.065 1.061 0.477  0.568
O1 0.763 1.638 1.226  -0.474
O2 -1.158 1.478 0.285  -0.440
H1 -1.178 -1.295 -0.077  0.198
H2 0.557 -2.329 -0.352  0.267
H3 -1.523 1.170 -0.503  0.333

---

(4)
Computed, not measured: an isolated molecule of C6H6INS, with ωB97M-V/def2-TZVPD.

Calculated values
HOMO level in Ha: -0.28583
HOMO-LUMO gap in eV: 6.74
LUMO level in eV: -1.0350
SMILES string: C=Cc1cccn1SI

Each line ends with the Mulliken charge.
Cartesian coordinates (Å):
C1 -1.829 -0.955 -1.595  -0.809
C2 -0.637 -0.312 -1.408  -0.239
C3 -0.167 -0.114 -0.076  0.603
C4 -0.832 -0.226 1.158  -0.260
C5 0.108 0.123 2.134  -0.897
C6 1.323 0.334 1.582  -0.372
N1 1.119 0.300 0.242  -0.063
S1 2.610 0.299 -1.084  -0.077
I1 2.551 2.465 -2.005  0.127
H1 -2.127 -0.993 -2.640  0.302
H2 -2.287 -1.017 -0.637  0.218
H3 -0.080 0.063 -2.291  0.145
H4 -1.839 -0.432 1.419  0.372
H5 -0.071 -0.103 3.103  0.455
H6 2.157 0.570 2.098  0.495

---

(5)
Computed, not measured: a structure of composition C12H24CdN6O6, with ωB97M-V/def2-TZVPD.

Calculated values
HOMO level (alpha / beta) in Ha: -0.20714 / -0.20201
HOMO-LUMO gap (alpha / beta) in eV: 4.58 / 4.45
LUMO level (alpha / beta) in eV: -1.0585 / -1.0423

Each line ends with the Mulliken charge.
Cartesian coordinates (Å):
O1 0.493 3.856 -0.932  -0.376
H1 -0.010 4.544 -1.449  0.421
Cd1 0.204 -0.345 -1.133  1.157
N1 -1.442 1.334 -1.810  0.260
N2 -1.544 0.875 0.708  0.551
N3 2.631 -0.995 -0.646  0.472
N4 1.106 -0.759 1.409  0.161
O2 -1.241 1.758 -3.007  -0.693
O3 3.508 -0.642 -1.525  -0.846
O4 0.347 -0.757 2.514  -0.490
O5 -1.576 0.709 1.992  -0.869
C1 -2.618 1.540 0.209  -0.218
C2 -2.570 1.809 -1.180  0.428
C3 3.041 -1.647 0.453  -0.054
C4 2.153 -1.578 1.580  0.263
C5 -3.646 2.520 -1.917  -1.228
H2 -3.293 3.440 -2.402  0.216
H3 -4.484 2.797 -1.269  0.373
H4 -4.047 1.880 -2.713  0.245
C6 -3.676 1.980 1.139  -1.444
H5 -3.316 2.702 1.870  0.218
H6 -4.110 1.164 1.714  0.284
H7 -4.509 2.453 0.650  0.462
C7 4.325 -2.396 0.476  -1.225
C8 2.473 -2.322 2.836  -1.304
H8 4.929 -2.104 -0.393  0.348
H9 4.167 -3.489 0.452  0.208
H10 4.880 -2.174 1.399  0.313
H11 1.700 -2.132 3.582  0.384
H12 3.451 -2.025 3.254  0.280
H13 2.503 -3.407 2.647  0.249
H14 2.530 0.524 -1.984  0.435
H15 -0.437 -0.110 2.249  0.402
C9 1.056 4.227 0.558  -0.361
H16 0.393 5.046 0.766  0.329
H17 2.122 4.383 0.347  0.265
H18 0.707 3.309 1.003  0.216
O6 1.651 1.059 -1.884  -0.583
H19 0.165 2.900 -1.214  0.350
H20 1.880 1.900 -1.425  0.219
N5 -0.748 -4.393 -0.963  -0.070
C10 -1.955 -3.977 -0.454  -0.527
C11 -1.855 -2.631 -0.407  -0.395
N6 -0.643 -2.231 -0.889  -0.091
C12 0.039 -3.333 -1.205  -0.290
H21 -0.446 -5.340 -1.156  0.216
H22 -2.745 -4.629 -0.210  0.429
H23 -2.568 -1.906 -0.054  0.433
H24 1.024 -3.389 -1.585  0.477

---

(6)
Computed, not measured: a structure of composition C46H25F15GeN4SW, with ωB97M-V/def2-TZVPD.

Calculated values
HOMO level (alpha / beta) in Ha: -0.47683 / -0.49366
HOMO-LUMO gap (alpha / beta) in eV: 6.62 / 7.04
Charge: +2
LUMO level (alpha / beta) in eV: -6.3515 / -6.3913
Spin multiplicity: 3

Each line ends with the Mulliken spin population.
Cartesian coordinates (Å):
W1 -1.229 0.075 0.527  1.681
C1 -2.561 2.339 2.236  0.024
N1 -2.380 0.856 2.279  -0.027
C2 -3.673 0.129 2.237  0.045
C3 -4.231 0.164 0.836  -0.005
C4 -5.585 0.214 0.575  -0.003
C5 -6.017 0.188 -0.744  0.004
C6 -5.079 0.129 -1.763  -0.005
C7 -3.739 0.096 -1.435  0.007
N2 -3.323 0.101 -0.159  0.039
C8 -1.560 0.508 3.471  0.057
C9 -0.135 0.918 3.200  -0.016
C10 0.725 1.337 4.193  -0.008
C11 2.040 1.638 3.865  0.008
C12 2.451 1.522 2.547  -0.007
C13 1.536 1.114 1.597  -0.025
N3 0.268 0.814 1.916  0.047
C14 -2.377 2.945 0.871  0.027
C15 -2.944 4.166 0.565  -0.001
C16 -2.683 4.739 -0.672  0.003
C17 -1.878 4.056 -1.567  -0.006
C18 -1.367 2.826 -1.201  0.005
N4 -1.594 2.281 0.004  -0.042
H1 -1.811 2.782 2.894  -0.001
H2 -3.537 2.602 2.648  0.001
H3 -4.387 0.546 2.952  0.005
H4 -3.478 -0.911 2.515  0.004
H5 -6.291 0.269 1.393  0.000
H6 -7.074 0.221 -0.972  0.000
H7 -5.375 0.114 -2.802  0.000
H8 -2.962 0.060 -2.189  0.004
H9 -1.599 -0.573 3.620  -0.006
H10 -1.947 0.994 4.369  0.004
H11 0.372 1.417 5.213  0.000
H12 2.731 1.965 4.631  0.000
H13 3.467 1.744 2.250  0.001
H14 1.807 1.004 0.555  0.027
H15 -3.577 4.666 1.287  0.000
H16 -3.111 5.698 -0.931  0.000
H17 -1.652 4.456 -2.546  0.000
H18 -0.771 2.235 -1.881  0.006
F1 4.557 -0.603 -0.707  -0.001
C19 4.154 0.663 -0.815  -0.003
C20 2.970 0.983 -1.467  0.025
C21 2.660 2.331 -1.551  -0.003
F2 1.537 2.705 -2.191  -0.001
C22 3.445 3.327 -1.006  0.000
F3 3.095 4.602 -1.104  0.000
C23 4.612 2.969 -0.346  0.001
F4 5.377 3.897 0.195  0.000
C24 4.971 1.633 -0.254  0.000
F5 6.088 1.292 0.375  0.000
Ge1 1.786 -0.306 -2.359  0.020
S1 -0.322 -0.323 -1.644  0.097
C25 2.331 -2.139 -2.000  0.019
C26 2.566 -3.111 -2.956  0.001
F6 2.477 -2.818 -4.254  0.000
C27 2.872 -4.419 -2.612  0.000
F7 3.088 -5.329 -3.548  0.000
C28 2.937 -4.773 -1.274  0.002
F8 3.221 -6.016 -0.929  0.000
C29 2.697 -3.822 -0.291  0.001
F9 2.754 -4.156 0.997  0.000
C30 2.400 -2.534 -0.675  0.003
F10 2.188 -1.615 0.297  -0.001
C31 1.830 0.209 -4.231  0.011
C32 0.793 0.718 -4.990  -0.004
F11 -0.421 0.909 -4.450  0.002
C33 0.959 1.071 -6.317  0.000
F12 -0.060 1.554 -7.016  0.000
C34 2.204 0.928 -6.912  0.000
F13 2.372 1.264 -8.176  0.000
C35 3.275 0.445 -6.172  -0.001
F14 4.470 0.322 -6.728  0.000
C36 3.065 0.103 -4.851  -0.004
F15 4.107 -0.346 -4.132  -0.001
C37 0.374 -3.552 4.887  -0.002
C38 1.239 -2.630 4.271  0.014
C39 0.902 -2.050 3.074  -0.003
C40 -0.305 -2.389 2.430  -0.022
C41 -0.716 -1.804 1.185  -0.141
C42 -1.767 -2.380 0.476  0.159
C43 -2.629 -3.333 1.095  0.016
C44 -2.333 -3.783 2.341  0.013
C45 -1.150 -3.360 3.024  -0.011
C46 -0.796 -3.912 4.273  0.003
H19 0.648 -3.994 5.835  0.000
H20 2.185 -2.392 4.739  0.000
H21 1.595 -1.381 2.583  -0.002
H22 -1.898 -2.179 -0.584  -0.040
H23 -3.464 -3.742 0.540  0.001
H24 -2.959 -4.530 2.816  0.001
H25 -1.450 -4.647 4.725  -0.001